Formula: C21H26N2O6S
Source: the OMol25 dataset
Level of theory: ωB97M-V/def2-TZVPD

ORCA input file:
```
! wB97M-V def2-TZVPD RIJCOSX def2/J DEFGRID3
* xyz 0 1
C 2.75 -2.50 1.93
C 3.13 -1.82 0.62
O 2.19 -2.05 -0.40
C 1.07 -1.27 -0.50
C 0.69 -0.31 0.43
C -0.49 0.40 0.29
C -1.31 0.16 -0.83
C -0.93 -0.79 -1.76
C 0.26 -1.50 -1.62
N 0.59 -2.45 -2.59
C 1.79 -2.71 -3.19
O 1.92 -3.68 -3.90
C 2.88 -1.72 -2.97
C 4.17 -2.19 -2.79
C 5.22 -1.31 -2.60
C 4.98 0.06 -2.61
C 3.70 0.53 -2.83
C 2.65 -0.35 -3.01
H 1.65 0.03 -3.19
H 3.51 1.60 -2.86
H 5.79 0.75 -2.47
H 6.22 -1.68 -2.45
H 4.34 -3.26 -2.79
H -0.15 -3.08 -2.87
H -1.55 -0.99 -2.62
O -2.44 0.93 -0.90
C -3.52 0.49 -1.71
C -4.73 1.32 -1.32
H -4.58 2.36 -1.61
H -5.62 0.94 -1.81
H -4.86 1.28 -0.24
H -3.71 -0.58 -1.53
H -3.28 0.63 -2.77
N -0.91 1.41 1.17
H -1.86 1.67 0.94
C -0.71 1.28 2.60
C -1.82 0.47 3.26
H -1.62 0.24 4.30
H -2.08 -0.42 2.71
S -3.21 1.65 3.21
O -3.92 1.50 1.97
O -3.98 1.59 4.42
C -2.21 3.18 3.16
C -0.76 2.70 3.20
O 0.12 3.55 2.52
H 0.03 3.36 1.57
H -0.41 2.67 4.24
H -2.49 3.80 4.00
H -2.43 3.70 2.23
H 0.27 0.84 2.79
H 1.31 -0.11 1.28
H 3.29 -0.74 0.76
H 4.06 -2.26 0.24
H 3.53 -2.34 2.67
H 1.81 -2.12 2.32
H 2.64 -3.57 1.77
*
```

## Properties
- DFT total energy: -1774.9585 Ha
- Structure (SMILES): CCOc1cc(N[C@@H]2CS(=O)(=O)C[C@@H]2O)c(OCC)cc1NC(=O)c1ccccc1
- Kohn-Sham gap: 0.2991 Ha